1.
A cluster of 2 separate species, CH6N2S in total at a distorted geometry, computed with ωB97M-V/def2-TZVPD.

## Properties
SMILES ... [H]/N=C/N.S
Energy relative to the best compared isomer or geometry (same formula, charge and spin) ... 53.4 kJ/mol
E ... -14949.0334 eV

```
10
Properties=species:S:1:pos:R:3:forces:R:3:lowdin_charge:R:1
S 5.76084 -0.09436 0.82480 2.4 0.4 2.4 0.52
N -3.99286 -0.73581 -1.35938 -0.8 1.1 2.4 0.06
N -4.09411 0.92455 0.28734 -1.0 -1.5 -0.6 0.05
C -4.71581 0.07028 -0.44762 0.8 -0.2 -1.2 -0.35
H 4.69079 -0.62791 0.42009 -2.0 -0.6 -1.4 -0.28
H -4.77159 1.24935 0.95880 -0.1 0.6 0.3 0.02
H 6.12729 0.68975 -0.15615 -0.4 0.3 -1.0 -0.24
H -3.09425 -0.38426 -1.53403 1.5 0.4 0.0 0.06
H -4.39988 -1.05584 -2.18010 -1.3 -0.6 -1.3 0.05
H -5.82222 -0.10416 -0.51540 0.9 0.1 0.5 0.12
```
Forces are in eV/Å.

2.
An isolated molecule of C3H10NP at a distorted geometry, computed with ωB97M-V/def2-TZVPD.

## Properties
SMILES ... CP(C)(C)=N
Energy relative to the best compared isomer or geometry (same formula, charge and spin) ... 0.0 kJ/mol
E ... -14052.2290 eV

```
15
Properties=species:S:1:pos:R:3:forces:R:3:lowdin_charge:R:1
P -0.29417 0.51952 0.09518 0.7 -1.0 0.0 0.53
N -1.04185 1.85913 0.35374 -0.2 0.0 -0.2 -0.24
C 0.69717 0.31500 -1.45709 -0.5 0.3 0.5 -0.21
C -1.23706 -1.07488 0.14790 0.1 0.7 0.0 -0.21
C 0.92956 0.35559 1.42795 -0.3 0.0 -0.4 -0.21
H -1.76457 2.09439 -0.31063 -0.1 0.1 -0.1 -0.04
H -1.94819 -1.09033 -0.67773 0.0 0.0 0.0 0.04
H -1.79269 -1.09781 1.08443 0.0 0.0 0.0 0.04
H -0.58730 -1.94317 0.08148 0.1 0.0 0.0 0.04
H 1.57977 1.22657 1.39091 0.1 0.0 0.0 0.05
H 0.01994 0.32634 -2.31079 0.0 0.0 0.0 0.04
H 1.27164 -0.60721 -1.46376 0.0 -0.1 0.1 0.04
H 1.51239 -0.55697 1.32805 0.0 0.0 0.0 0.04
H 0.39372 0.36117 2.37433 0.0 0.0 0.1 0.05
H 1.36713 1.17024 -1.53480 0.0 0.0 0.0 0.04
```
Forces are in eV/Å.

3.
A cluster of 2 separate species, C5H11FN in total at a distorted geometry, computed with ωB97M-V/def2-TZVPD.

## Properties
Energy relative to the best compared isomer or geometry (same formula, charge and spin) ... 652.7 kJ/mol
Net charge ... +1
E ... -9557.9227 eV

```
18
Properties=species:S:1:pos:R:3:forces:R:3:lowdin_charge:R:1
F -0.14876 -1.18006 1.98226 0.0 -0.5 -0.7 0.07
N -0.07385 -0.59194 0.74567 -0.2 3.0 3.5 -0.09
C 0.09940 1.69443 1.70929 1.5 -0.2 -1.9 0.30
C -0.63692 -0.62191 -1.44777 0.6 1.8 1.8 -0.12
C 0.69595 0.12544 -1.22625 0.1 -1.4 -0.8 -0.14
C -1.29282 -0.57503 -0.05655 -0.4 0.0 -0.5 -0.08
C 1.14390 -0.61223 0.04830 1.5 -2.3 -4.3 -0.16
H 0.13967 1.79230 2.79535 0.2 -0.5 -0.3 0.06
H 2.10863 -0.22117 0.28567 0.1 0.4 2.0 0.13
H -0.84896 1.67458 1.21605 -0.4 0.4 0.0 0.02
H 0.62930 1.19479 -1.04798 -0.4 0.1 -0.1 0.10
H -0.46910 -1.64261 -1.71213 0.0 -0.5 -0.5 0.12
H -1.15006 -0.03815 -2.11345 -1.8 0.7 -2.1 0.09
H -2.09636 0.20765 0.19343 1.7 -0.6 -0.3 0.16
H 1.36542 -1.66529 -0.38788 -0.4 1.1 1.2 0.18
H 1.00554 1.98023 1.04825 -1.6 -0.5 1.5 0.09
H 1.32776 -0.02803 -2.12868 0.0 0.0 1.0 0.14
H -1.79872 -1.49301 0.09640 -0.5 -1.1 0.5 0.12
```
Forces are in eV/Å.

Question: Look up the energy relative to the best compared isomer or geometry (same formula, charge and spin) of the first one.
Answer: 53.4 kJ/mol

Question: E of number 2 (C3H10NP)?
Answer: -14052.2290 eV